Below is a cluster of 4 separate species, C12H32O12S4 in total at a distorted geometry, with properties calculated with wB97M-V/def2-TZVPD.

Properties
SMILES ... CCOS(C)(=O)=O.CCOS(C)(=O)=O.CCOS(C)(=O)=O.CCOS(C)(=O)=O
HOMO-LUMO gap ... 11.453 eV
ΔE to the lowest compared entry with this formula, charge and spin ... 84.83 kcal/mol
Calculated total energy ... -2971.8665 a.u.
Net charge ... 0
Highest occupied orbital energy ... -11.237 eV

Each line ends with the Löwdin charge.
Element x y z (Å)
1 S -4.610 0.258 -0.011  0.654
2 S 5.381 -0.034 -5.841  0.680
3 S 1.640 0.606 6.501  0.734
4 S 2.029 0.536 -0.231  0.711
5 O -3.748 -0.610 -0.789  -0.308
6 O -4.430 1.680 -0.176  -0.286
7 O 2.494 -0.860 -0.459  -0.306
8 O 1.970 1.956 7.092  -0.326
9 O -0.021 0.614 6.274  -0.256
10 O 5.610 1.147 -6.667  -0.296
11 O 1.950 1.128 1.084  -0.307
12 O 5.742 -1.332 -6.359  -0.286
13 O 2.068 -0.647 7.161  -0.320
14 O 3.793 -0.026 -5.301  -0.277
15 O 0.498 0.786 -0.923  -0.263
16 O -6.164 -0.223 -0.285  -0.274
17 C 3.095 -1.169 -5.088  -0.329
18 C -0.618 -0.616 5.889  -0.293
19 C -4.428 -0.227 1.824  -0.069
20 C -1.138 -0.693 4.448  -0.079
21 C -0.223 1.848 -0.547  -0.346
22 C -7.069 -1.975 -1.956  -0.056
23 C 6.205 0.252 -4.217  -0.098
24 C -1.149 1.505 0.647  -0.043
25 C -6.523 -1.563 -0.609  -0.312
26 C 3.037 1.644 -1.311  -0.085
27 C 1.877 -0.747 -4.307  -0.043
28 C 2.292 0.551 4.788  -0.109
29 H 2.373 -0.484 4.454  0.068
30 H -0.370 -0.647 3.676  0.062
31 H -0.591 1.470 1.582  0.067
32 H -5.227 -0.936 2.038  0.058
33 H 4.044 1.561 -0.903  0.072
34 H -3.374 -0.485 1.923  0.044
35 H -1.947 2.247 0.618  0.073
36 H -7.140 -3.051 -2.121  0.089
37 H -7.290 -1.751 0.143  0.119
38 H 3.812 -1.801 -4.562  0.118
39 H -6.196 -1.721 -2.558  0.079
40 H 7.289 0.143 -4.181  0.073
41 H 5.641 -0.414 -3.563  0.057
42 H 1.604 0.989 4.065  0.055
43 H 1.254 0.055 -4.704  0.093
44 H 2.166 -0.334 -3.341  0.036
45 H -5.638 -2.169 -0.413  0.110
46 H -7.938 -1.341 -2.132  0.086
47 H 2.608 2.646 -1.273  0.068
48 H 3.272 1.026 4.819  0.071
49 H 0.119 -1.419 5.882  0.106
50 H -0.645 2.016 -1.538  0.140
51 H 1.316 -1.634 -4.011  0.091
52 H -4.564 0.591 2.532  0.062
53 H 2.942 1.245 -2.321  0.042
54 H 2.891 -1.682 -6.028  0.126
55 H -1.574 0.540 0.370  0.061
56 H -1.441 -1.740 4.435  0.086
57 H 0.375 2.714 -0.261  0.114
58 H -1.822 0.127 4.227  0.076
59 H 5.986 1.295 -3.990  0.061
60 H -1.492 -0.844 6.499  0.124